[1]
DFT (the ωB97M-V functional and the def2-TZVPD basis) results for 2 unconnected molecules or ions with the total composition C4H9I2N at a distorted geometry.

Calculated values
* total energy: -807.80420 Eh
* lowest unoccupied orbital energy (spin up / spin down): -0.0293 / -0.0293 hartree
* E_HOMO (spin up / spin down): -0.2768 / -0.2768 Ha
* ΔE to the lowest compared entry with this formula, charge and spin: 55.56 kcal/mol

Positions of all 16 atoms, in Å:
C: 1.52 -0.79 1.10
C: -2.00 -0.79 -0.75
C: -0.06 0.64 -1.03
C: 1.29 0.74 0.79
N: -1.40 0.54 -0.90
I: 2.83 1.76 -0.08
I: -2.26 2.09 0.23
H: 1.01 -1.35 0.37
H: 1.08 -0.97 2.08
H: 2.54 -1.15 1.11
H: -1.99 -0.97 0.36
H: -3.03 -0.79 -1.06
H: -1.29 -1.51 -1.07
H: 0.50 -0.26 -1.46
H: 0.23 1.63 -1.46
H: 1.03 1.20 1.76

=====

[2]
DFT (the ωB97M-V functional and the def2-TZVPD basis) results for a single C4H9IN2 molecule at a distorted geometry.

Calculated values
* total energy: -564.73004 Eh
* lowest unoccupied orbital energy (spin up / spin down): -0.0427 / -0.0037 hartree
* E_HOMO (spin up / spin down): -0.3272 / -0.3148 Ha
* ΔE to the lowest compared entry with this formula, charge and spin: 126.23 kcal/mol

Positions of all 16 atoms, in Å:
C: -0.82 -1.28 0.21
C: -0.41 1.04 1.08
C: -0.49 0.82 -1.35
C: -0.07 0.08 -0.07
N: 1.35 -0.01 -0.23
N: 3.94 -0.82 -0.27
I: 2.39 -1.49 0.31
H: -0.21 -1.71 1.03
H: -1.72 -1.16 0.72
H: -1.00 -1.94 -0.63
H: -1.47 1.26 1.11
H: 0.21 1.85 1.07
H: -0.20 0.59 2.12
H: 0.35 1.41 -1.76
H: -0.50 -0.05 -2.12
H: -1.35 1.40 -1.23

=====

[3]
DFT (the ωB97M-V functional and the def2-TZVPD basis) results for 3 unconnected molecules or ions with the total composition C4H9INO at a distorted geometry.

Calculated values
* total energy: -585.17868 Eh
* lowest unoccupied orbital energy: -0.1158 hartree
* E_HOMO: -0.5130 Ha
* total charge: +1
* ΔE to the lowest compared entry with this formula, charge and spin: 32.77 kcal/mol

Positions of all 16 atoms, in Å:
C: 1.05 3.51 -0.23
C: -0.16 -1.02 -1.61
C: -0.42 0.98 1.44
C: -0.90 -0.25 -0.87
N: -0.12 0.66 -0.08
O: 1.31 4.61 -0.15
I: 3.48 -0.52 -0.19
H: 0.91 -0.89 -1.59
H: 3.86 0.68 0.71
H: -0.73 -1.66 -2.30
H: 0.48 0.70 2.03
H: -0.64 2.00 1.59
H: -1.24 0.40 1.78
H: -1.93 -0.23 -0.77
H: -0.13 1.65 -0.58
H: 0.95 0.32 -0.23

=====

[4]
DFT (the ωB97M-V functional and the def2-TZVPD basis) results for a gas-phase ion, C4H9INS (charge +1) at a distorted geometry.

Calculated values
* total energy: -908.11727 Eh
* SMILES: C[C@@H]1C[NH2+][C@H]1SI
* lowest unoccupied orbital energy: -0.1676 hartree
* E_HOMO: -0.4638 Ha
* total charge: +1
* ΔE to the lowest compared entry with this formula, charge and spin: 29.43 kcal/mol

Positions of all 16 atoms, in Å:
C: -0.42 -1.88 0.24
C: -0.31 -0.38 0.52
C: -1.41 0.64 0.10
N: -0.41 1.61 -0.43
C: 0.76 0.59 -0.38
S: 2.32 1.27 0.39
I: 3.98 -0.36 -0.11
H: -0.31 -2.22 -0.75
H: -1.34 -2.17 0.42
H: 0.37 -2.52 0.79
H: 0.05 -0.40 1.60
H: -2.00 0.17 -0.61
H: -1.89 1.17 0.84
H: -0.41 2.00 -1.40
H: -0.08 2.41 0.05
H: 1.10 0.08 -1.26

=====

[5]
DFT (the ωB97M-V functional and the def2-TZVPD basis) results for a single C4H9IO2 molecule at a distorted geometry.

Calculated values
* total energy: -605.81867 Eh
* lowest unoccupied orbital energy: -0.0233 hartree
* E_HOMO: -0.3227 Ha
* ΔE to the lowest compared entry with this formula, charge and spin: 83.75 kcal/mol

Positions of all 16 atoms, in Å:
C: 0.65 1.05 -0.67
C: -0.64 -0.07 1.44
C: -0.50 -1.16 -0.83
C: -0.48 0.15 -0.09
O: -1.60 0.80 -0.66
O: -3.80 -1.45 0.49
I: -3.39 0.25 0.02
H: 1.48 1.12 -0.01
H: 0.97 0.76 -1.71
H: 0.39 2.11 -0.72
H: -0.84 0.86 2.08
H: 0.33 -0.36 1.79
H: -1.39 -0.79 1.71
H: -0.69 -0.91 -1.92
H: 0.39 -1.82 -0.83
H: -1.21 -1.89 -0.47

=====

[6]
DFT (the ωB97M-V functional and the def2-TZVPD basis) results for 2 unconnected molecules or ions with the total composition C4H9IO6P at a distorted geometry.

Calculated values
* total energy: -1248.30304 Eh
* lowest unoccupied orbital energy: -0.0055 hartree
* E_HOMO: -0.1755 Ha
* total charge: -1

Positions of all 21 atoms, in Å:
O: -0.74 -4.71 2.97
C: -1.22 -3.59 2.99
O: -0.50 -2.52 3.00
I: -3.42 -3.42 3.03
C: 0.55 -0.58 1.40
O: 1.44 0.32 0.71
P: 0.77 1.60 -0.18
O: -0.35 1.89 0.80
O: 0.30 0.54 -1.36
C: 1.31 -0.22 -2.01
O: 0.36 2.94 -1.17
C: -0.83 2.87 -1.94
H: 1.10 -1.49 1.61
H: 0.24 -0.14 2.34
H: -0.32 -0.82 0.79
H: 1.30 -1.24 -1.62
H: 2.30 0.21 -1.86
H: 1.09 -0.25 -3.08
H: -1.62 2.34 -1.40
H: -0.63 2.37 -2.89
H: -1.15 3.89 -2.14